1.
Formula: C32H40FeN8O4S2
Source: OMol25
Level of theory: ωB97M-V/def2-TZVPD

```
87
Properties=species:S:1:pos:R:3
Fe -0.02263 -0.42440 -0.52745
C 1.82208 -2.95410 -0.33542
C 2.90893 -2.35332 0.50703
C 4.16220 -2.95622 0.53964
C 5.21049 -2.39272 1.24556
C 5.00577 -1.18284 1.88332
C 3.76255 -0.55160 1.87031
C 3.61693 0.80498 2.50946
C 2.67764 -1.17351 1.22842
N 1.40523 -0.54111 1.22490
C 0.92240 -0.04700 2.37073
O 1.16146 -0.36859 3.54157
C -0.05150 1.07472 2.14871
C -0.30370 2.04568 3.10540
C -1.19512 3.06470 2.79263
C -1.80573 3.08210 1.54173
C -1.48146 2.07503 0.65568
N -0.63830 1.10516 0.96671
C -1.98942 2.02788 -0.75158
O -2.85405 2.78835 -1.13787
N -1.38062 1.06195 -1.48804
C -1.41411 1.00942 -2.86782
C -2.11221 -0.02809 -3.55402
C -3.08880 -0.93687 -2.86782
C -1.96186 -0.12126 -4.92933
C -1.17919 0.78581 -5.62661
C -0.59180 1.86838 -4.96621
C -0.72330 2.02059 -3.60311
C -0.22639 3.26115 -2.91615
H 2.11945 -3.92357 -0.73230
H 1.59364 -2.31408 -1.19947
H 0.89694 -3.08828 0.21990
H 4.31453 -3.88590 -0.00215
H 6.17904 -2.87910 1.27927
H 5.82955 -0.70112 2.40505
H 4.58663 1.30035 2.56208
H 3.21716 0.72650 3.52589
H 2.93413 1.43895 1.93256
H 0.20956 1.99011 4.05704
H -1.40171 3.85002 3.51229
H -2.50025 3.85284 1.23106
H -3.14585 -0.72857 -1.80364
H -2.81748 -1.98292 -3.00672
H -4.07837 -0.78848 -3.30544
H -2.48938 -0.90315 -5.46686
H -1.06258 0.68295 -6.70029
H -0.05621 2.62227 -5.53405
H 0.35397 3.87652 -3.60361
H 0.38745 3.03150 -2.04966
H -1.08259 3.84948 -2.57321
N -1.18968 -1.67156 1.18228
C -1.99610 -2.75359 0.65067
C -1.74757 -4.10604 1.32790
C -1.87931 -4.14340 2.85678
C -3.29301 -4.05872 3.43245
N -3.96713 -2.76367 3.20156
C -3.56274 -1.60578 3.69515
N -4.09787 -0.46061 3.24598
N -2.60713 -1.55900 4.61998
C -1.73366 -2.87896 -0.85167
O -2.35279 -3.73050 -1.47215
O -0.87119 -2.03406 -1.31313
H -0.37979 -1.99878 1.69838
H -1.70374 -1.03094 1.76716
H -3.04803 -2.47589 0.71108
H -0.72443 -4.41245 1.09420
H -2.40555 -4.83686 0.85355
H -1.26588 -3.34485 3.28452
H -1.45064 -5.08006 3.21640
H -3.28448 -4.25325 4.50755
H -3.92976 -4.81660 2.98256
H -4.64950 -2.73175 2.46414
H -4.81369 -0.46157 2.53908
H -3.86830 0.42396 3.66468
H -2.17446 -2.39907 4.96002
H -2.28888 -0.68480 5.00180
S 1.98214 0.82795 -1.49195
C 3.18746 0.05701 -2.37399
N 3.40499 0.25450 -3.65669
C 4.63199 -0.28730 -4.24030
C 5.10316 -1.38842 -3.28844
S 4.34091 -1.01804 -1.67114
H 2.82476 0.91630 -4.15070
H 5.37554 0.50059 -4.34036
H 4.42475 -0.68948 -5.22689
H 6.18252 -1.39754 -3.17296
H 4.76526 -2.37294 -3.60162
```

⟨S²⟩: 8.77
Orbital gap (spin up / spin down): 7.13 / 6.11 eV
HOMO level (spin up / spin down): -9.84 / -9.86 eV
Net charge: +1
Multiplicity: 6

=====

2.
Formula: C4H5N3
Source: OMol25
Level of theory: ωB97M-V/def2-TZVPD

```
12
Properties=species:S:1:pos:R:3
C -0.04772 -0.78773 -1.46136
N 0.43371 0.32034 -0.63875
C 0.38267 0.20262 0.81585
C 0.51520 1.56130 1.38330
N 0.64819 2.62875 1.80354
C -0.84358 -0.45973 1.33977
N -1.80170 -1.03428 1.63981
H 0.56445 -0.85264 -2.34513
H -1.10595 -0.69432 -1.79046
H 0.09774 -1.74257 -0.97105
H -0.06116 1.16357 -0.89979
H 1.23868 -0.36184 1.22185
```

Orbital gap: 10.96 eV
Structure (SMILES): CNC(C#N)C#N
HOMO level: -10.39 eV
Multiplicity: 1

=====

One value per record, in order, for energy relative to the best compared isomer or geometry (same formula, charge and spin): 0.0, 47.3 kcal per mole.